Model 1:
ORCA calculation (ωB97M-V with the def2-TZVPD basis set) on 2 unconnected molecules or ions with the total composition C2H9NS.

## Properties
- Frontier orbital gap: 9.15 eV
- Total charge: 0
- SMILES string: CNC.S
- HOMO energy: -8.229 eV
- LUMO: 0.924 eV

CARTESIAN COORDINATES (ANGSTROEM)
S -0.54 3.17 -1.05
N 0.77 -1.06 0.24
C 0.52 -1.18 1.61
C -0.42 -0.81 -0.58
H 1.58 -1.49 -0.18
H 1.47 -1.20 2.22
H -0.16 2.91 -2.31
H -1.03 -0.16 0.08
H -1.14 4.17 -1.62
H -0.11 -0.30 -1.54
H -0.98 -1.70 -0.83
H 0.08 -0.26 2.04
H -0.03 -2.09 1.92

=====

Model 2:
ORCA calculation (ωB97M-V with the def2-TZVPD basis set) on 2 unconnected molecules or ions with the total composition C2H9NS.

## Properties
- Frontier orbital gap: 10.12 eV
- Total charge: 0
- SMILES string: CCN.S
- HOMO energy: -9.119 eV
- LUMO: 1.001 eV

CARTESIAN COORDINATES (ANGSTROEM)
S 0.93 -1.22 2.22
N -0.61 -0.98 -0.62
C -0.58 1.41 -0.07
C 0.11 0.27 -0.85
H -1.53 1.86 -0.39
H 0.16 0.58 -1.89
H 1.11 0.25 -0.42
H -0.40 -1.63 -1.37
H 0.76 -2.10 1.22
H -1.61 -0.80 -0.72
H 2.24 -0.95 2.03
H 0.15 2.22 -0.08
H -0.74 1.08 0.95

=====

It comes down to model 2, which is 59.8 kJ/mol more stable than the next structure.

=====

Model 1:
ORCA calculation (ωB97M-V with the def2-TZVPD basis set) on 2 unconnected molecules or ions with the total composition C2H9NS.

## Properties
- Frontier orbital gap: 9.64 eV
- Total charge: 0
- SMILES string: CSC.N
- HOMO energy: -8.665 eV
- LUMO: 0.971 eV

CARTESIAN COORDINATES (ANGSTROEM)
S 0.55 -0.52 1.14
N -1.91 1.46 -0.07
C 2.02 0.09 0.02
C -0.49 -1.46 -0.03
H -1.26 2.08 -0.50
H 2.95 -0.13 0.62
H 2.14 1.05 -0.54
H -0.22 -2.46 0.21
H -1.47 -1.00 0.02
H -0.06 -1.35 -1.05
H -2.67 1.78 0.41
H 1.67 -0.50 -0.79
H -1.26 0.95 0.56

=====

Model 2:
ORCA calculation (ωB97M-V with the def2-TZVPD basis set) on 2 unconnected molecules or ions with the total composition C2H9NS.

## Properties
- Frontier orbital gap: 9.72 eV
- Total charge: 0
- SMILES string: CNC.S
- HOMO energy: -8.975 eV
- LUMO: 0.742 eV

CARTESIAN COORDINATES (ANGSTROEM)
S -2.57 1.24 -1.00
N 0.70 0.41 0.03
C 0.91 -0.82 -0.71
C 0.41 0.02 1.49
H 0.84 -0.63 -1.82
H -1.21 1.60 -0.93
H -0.71 0.24 1.69
H 1.45 1.05 0.01
H -3.33 0.41 -1.76
H 0.21 -1.60 -0.41
H 1.05 0.39 2.28
H 1.95 -1.18 -0.57
H 0.31 -1.13 1.69

=====

It comes down to model 1, which is 92.4 kJ/mol more stable than the next structure.

=====

Model 1:
ORCA calculation (ωB97M-V with the def2-TZVPD basis set) on 2 unconnected molecules or ions with the total composition C2H9NS.

## Properties
- Frontier orbital gap: 9.53 eV
- Total charge: 0
- SMILES string: CSC.N
- HOMO energy: -8.513 eV
- LUMO: 1.015 eV

CARTESIAN COORDINATES (ANGSTROEM)
S 1.35 0.52 -0.57
N -5.83 -3.13 3.45
C 1.14 2.30 -0.94
C 2.70 0.15 -1.71
H 2.00 2.83 -0.55
H 3.66 0.37 -1.21
H 0.24 2.62 -0.44
H -5.96 -2.60 2.59
H 1.07 2.41 -2.02
H -5.84 -4.11 3.17
H -4.90 -2.88 3.76
H 2.69 -0.86 -2.08
H 2.64 0.82 -2.55

=====

Model 2:
ORCA calculation (ωB97M-V with the def2-TZVPD basis set) on 2 unconnected molecules or ions with the total composition C2H9NS.

## Properties
- Frontier orbital gap: 9.44 eV
- Total charge: 0
- SMILES string: CNC.S
- HOMO energy: -8.468 eV
- LUMO: 0.971 eV

CARTESIAN COORDINATES (ANGSTROEM)
S -0.95 0.37 -2.01
N 0.59 -0.70 1.20
C -0.23 -0.22 2.30
C 1.61 0.24 0.74
H 1.24 1.26 0.72
H -0.19 0.10 -3.08
H 1.98 -0.03 -0.25
H 1.09 -1.54 1.44
H 2.49 0.27 1.40
H -0.12 0.87 2.42
H 0.02 -0.67 3.26
H -1.28 -0.44 2.13
H -1.78 -0.65 -2.20

=====

It comes down to model 1, which is 59.9 kJ/mol more stable than the next structure.

=====

Model 1:
ORCA calculation (ωB97M-V with the def2-TZVPD basis set) on a single C2H3FO molecule.

## Properties
- Frontier orbital gap: 12.40 eV
- Total charge: 0
- SMILES string: CC(=O)F
- HOMO energy: -11.563 eV
- LUMO: 0.833 eV

CARTESIAN COORDINATES (ANGSTROEM)
F -1.41 1.17 -0.05
O -1.47 -1.06 0.02
C -0.84 -0.08 -0.03
C 0.65 0.03 -0.02
H 1.09 0.16 1.06
H 0.88 0.79 -0.62
H 1.11 -1.00 -0.37

=====

Model 2:
ORCA calculation (ωB97M-V with the def2-TZVPD basis set) on a single C2H3FO molecule.

## Properties
- Frontier orbital gap: 10.97 eV
- Total charge: 0
- SMILES string: O=CCF
- HOMO energy: -10.049 eV
- LUMO: 0.921 eV

CARTESIAN COORDINATES (ANGSTROEM)
F -1.38 -0.74 -0.17
O 2.05 -0.20 -0.25
C -0.43 0.32 -0.10
C 1.00 -0.53 0.20
H -0.61 0.86 0.85
H -0.26 0.79 -1.18
H 0.93 -1.42 0.90

=====

It comes down to model 1, which is 132.0 kJ/mol more stable than the next structure.

=====

Model 1:
ORCA calculation (ωB97M-V with the def2-TZVPD basis set) on a single C5H8FN molecule.

## Properties
- Frontier orbital gap: 9.05 eV
- Total charge: 0
- HOMO energy: -8.000 eV
- LUMO: 1.045 eV

CARTESIAN COORDINATES (ANGSTROEM)
F 2.72 0.58 0.36
N 1.15 -0.93 -0.46
C 1.70 0.32 -0.56
C 0.26 -1.04 0.72
C -1.16 0.80 -0.64
C -0.76 0.15 0.69
C -0.09 1.37 0.27
H -1.54 0.06 1.45
H 1.78 0.75 -1.49
H -0.42 -2.01 0.75
H 0.63 -1.05 -1.26
H 0.36 2.24 0.71
H -0.83 0.39 -1.54
H -2.12 1.36 -0.53
H 0.84 -1.09 1.56

=====

Model 2:
ORCA calculation (ωB97M-V with the def2-TZVPD basis set) on a single C5H8FN molecule.

## Properties
- Frontier orbital gap (alpha / beta): 8.33 / 8.14 eV
- Total charge: 0
- HOMO energy (alpha / beta): -8.354 / -8.031 eV
- LUMO (alpha / beta): -0.024 / 0.114 eV

CARTESIAN COORDINATES (ANGSTROEM)
F -1.68 -1.05 -1.58
N 0.62 -1.04 1.13
C 1.74 -0.22 0.58
C -0.43 -1.24 0.44
C -1.03 -0.44 -0.54
C 1.39 0.61 -0.58
C -1.61 0.86 -0.06
H 2.42 -1.10 0.43
H 1.65 0.44 -1.61
H -1.51 1.60 -0.84
H 0.79 1.45 -0.50
H -1.01 -2.08 0.70
H -0.84 1.27 0.64
H 2.13 0.41 1.48
H -2.62 0.51 0.30

=====

It comes down to model 1, which is 71.5 kJ/mol more stable than the next structure.

=====

Model 1:
ORCA calculation (ωB97M-V with the def2-TZVPD basis set) on a molecular structure, CH8N3O.

## Properties
- Frontier orbital gap: 11.30 eV
- Total charge: +1
- HOMO energy: -15.048 eV
- LUMO: -3.747 eV

CARTESIAN COORDINATES (ANGSTROEM)
O -1.13 -0.70 -1.93
N 1.08 -0.76 -1.34
N -0.26 0.92 -0.47
N -0.38 -0.04 1.80
C -0.18 -0.23 -1.33
H -0.36 0.40 0.63
H -0.95 -0.89 2.04
H 1.83 -0.38 -0.81
H 0.48 1.59 -0.53
H 1.14 -1.65 -1.78
H -1.16 1.36 -0.67
H 0.60 -0.36 2.00
H -0.71 0.74 2.38

=====

Model 2:
ORCA calculation (ωB97M-V with the def2-TZVPD basis set) on 2 unconnected molecules or ions with the total composition CH8N3O.

## Properties
- Frontier orbital gap: 5.51 eV
- Total charge: +1
- HOMO energy: -14.673 eV
- LUMO: -9.163 eV

CARTESIAN COORDINATES (ANGSTROEM)
O -1.52 0.87 2.09
N 0.07 -1.14 -1.60
N 1.58 -0.35 0.14
N -0.23 0.89 -0.45
C 0.28 -0.42 -0.41
H 2.01 0.55 0.25
H 0.79 -1.02 -2.30
H 0.00 1.37 -1.33
H 1.93 -1.17 0.60
H -0.85 -1.42 -1.90
H -1.95 1.72 2.11
H -0.95 0.95 1.30
H -0.35 -0.93 0.34

=====

It comes down to model 1, which is 553.1 kJ/mol more stable than the next structure.

=====

Model 1:
ORCA calculation (ωB97M-V with the def2-TZVPD basis set) on 2 unconnected molecules or ions with the total composition C4H9O2.

## Properties
- 2S+1: 2
- Frontier orbital gap (alpha / beta): 11.74 / 7.71 eV
- Total charge: 0
- HOMO energy (alpha / beta): -10.989 / -10.881 eV
- LUMO (alpha / beta): 0.751 / -3.174 eV

CARTESIAN COORDINATES (ANGSTROEM)
O 2.02 -0.37 0.50
O 0.73 -1.42 2.07
C -1.62 1.78 -0.53
C 1.02 -1.06 0.93
C -1.69 2.28 -1.99
C 0.28 -1.63 -0.24
H -1.25 0.66 -0.59
H 0.04 -1.07 -1.14
H -0.89 1.81 -2.49
H -1.66 3.41 -2.12
H 0.62 -2.58 -0.67
H -2.55 1.77 -2.46
H -2.65 1.67 -0.08
H -0.70 -1.83 0.15
H -0.83 2.24 -0.14

=====

Model 2:
ORCA calculation (ωB97M-V with the def2-TZVPD basis set) on 2 unconnected molecules or ions with the total composition C4H9O2.

## Properties
- 2S+1: 2
- Frontier orbital gap (alpha / beta): 12.04 / 7.65 eV
- Total charge: 0
- HOMO energy (alpha / beta): -11.313 / -10.674 eV
- LUMO (alpha / beta): 0.725 / -3.024 eV

CARTESIAN COORDINATES (ANGSTROEM)
O 0.50 1.78 -3.37
O 0.47 2.91 -1.53
C 0.34 0.53 -1.32
C 0.52 1.78 -2.15
C -0.26 -0.41 1.96
C -0.45 -1.58 0.98
H 1.08 -0.22 -1.52
H -1.29 -1.37 0.31
H 0.39 -1.67 0.29
H 0.55 -0.69 2.63
H -0.68 0.23 -1.55
H 0.11 0.49 1.48
H 0.35 0.82 -0.28
H -0.48 -2.48 1.58
H -1.15 -0.13 2.50

=====

It comes down to model 2, which is 82.3 kJ/mol more stable than the next structure.

=====

Model 1:
ORCA calculation (ωB97M-V with the def2-TZVPD basis set) on 2 unconnected molecules or ions with the total composition C7H13N4.

## Properties
- Frontier orbital gap: 8.33 eV
- Total charge: +1
- HOMO energy: -12.296 eV
- LUMO: -3.963 eV

CARTESIAN COORDINATES (ANGSTROEM)
N -0.60 -0.19 -0.88
N -0.71 -1.23 1.81
N -1.60 -1.01 -1.43
N -2.45 1.84 0.97
C -2.72 -1.17 -0.80
C 2.76 0.41 -1.21
C 0.05 0.76 -1.53
C 2.10 0.74 0.03
C -3.28 -0.36 0.18
C 1.31 1.23 -1.13
C -2.76 0.79 0.50
H -0.37 1.07 -2.48
H -4.18 -0.69 0.64
H 1.56 0.06 0.71
H -0.32 -0.48 0.14
H -0.17 -1.87 2.40
H 1.56 2.22 -1.54
H 2.88 -0.61 -1.56
H 2.57 1.48 0.66
H -1.28 -0.75 2.55
H -2.36 2.60 1.54
H -1.39 -1.91 1.34
H 3.61 1.09 -1.71
H -3.44 -1.97 -1.18

=====

Model 2:
ORCA calculation (ωB97M-V with the def2-TZVPD basis set) on a gas-phase ion, C7H13N4 (charge +1).

## Properties
- Frontier orbital gap: 8.97 eV
- Total charge: +1
- SMILES string: NC[C@H](N)c1cc(=[NH2+])cc[nH]1
- HOMO energy: -12.608 eV
- LUMO: -3.640 eV

CARTESIAN COORDINATES (ANGSTROEM)
N 1.91 -1.83 0.17
N -0.54 1.68 0.21
N 2.05 1.85 -0.55
N -2.77 -1.87 -0.33
C 2.12 -0.49 0.62
C 1.52 0.50 -0.64
C -1.82 1.62 0.61
C -2.09 -0.71 -0.09
C 0.07 0.61 -0.45
C -0.74 -0.58 -0.55
C -2.70 0.55 0.39
H -0.15 2.66 0.19
H 1.83 -0.05 -1.48
H -3.67 -1.90 0.10
H -0.23 -1.47 -1.00
H 3.08 1.94 -0.31
H 3.14 -0.18 0.86
H -2.24 2.48 1.07
H 1.44 -0.07 1.45
H 1.85 2.32 -1.40
H 2.63 -2.37 -0.08
H -2.15 -2.72 -0.22
H -3.75 0.42 0.69
H 1.22 -2.40 0.75

=====

It comes down to model 2, which is 373.4 kJ/mol more stable than the next structure.